No. 1
The following is a DFT calculation (ωB97M-V/def2-TZVPD) of a structure of composition C5H12N4 at a distorted geometry.

XYZ file:
```
21
C5H12N4 (ωB97M-V/def2-TZVPD)
C 0.909 0.900 2.138
C -1.613 0.250 -1.584
N 0.486 0.388 0.859
C 1.033 0.090 -0.953
C -0.580 -0.291 0.626
N 1.984 -0.934 -0.947
N -1.416 -0.847 1.535
C -0.604 -0.600 -0.830
N 1.322 1.141 -1.633
H 2.755 -0.744 -1.566
H 1.649 -1.881 -0.900
H -1.233 -0.755 2.520
H -2.109 -1.504 1.224
H 0.649 1.890 -1.522
H -0.719 -1.671 -1.019
H 0.131 1.517 2.595
H 1.147 0.095 2.836
H 1.788 1.518 1.964
H -2.632 0.106 -1.220
H -1.382 1.311 -1.474
H -1.564 0.023 -2.649
```

Results
Calculated total energy   -416.668785 hartree
Orbital gap   0.3009 hartree
Highest occupied orbital energy   -0.27831 hartree
Relative energy (zero: lowest compared OMol25 entry of this formula, charge and spin)   48.1 kcal per mole
LUMO   0.616 eV

No. 2
The following is a DFT calculation (ωB97M-V/def2-TZVPD) of a cluster of 2 separate species, C5H12N4O3 in total at a distorted geometry.

XYZ file:
```
24
C5H12N4O3 (ωB97M-V/def2-TZVPD)
C 2.823 -0.097 0.395
C 1.498 0.087 -1.206
C -1.092 0.985 0.325
C -1.796 -0.350 0.498
C -0.882 -1.538 0.261
H 2.974 -1.405 1.701
H 0.756 -0.036 -1.916
H 2.392 1.905 -1.820
H -1.573 2.961 0.510
H -2.837 1.984 0.148
H -0.199 0.996 0.972
H -0.748 1.068 -0.710
H -2.168 -0.402 1.538
H -3.459 -1.090 -0.208
H -0.120 -1.558 1.052
H -1.475 -2.469 0.328
H 0.316 -2.168 -1.119
N 1.780 -0.730 -0.189
N 2.342 1.122 -1.192
N 3.216 1.028 -0.155
N -1.996 2.056 0.725
O 3.430 -0.590 1.487
O -2.895 -0.331 -0.407
O -0.287 -1.430 -1.015
```

Results
Calculated total energy   -642.423425 hartree
Orbital gap   0.3621 hartree
Highest occupied orbital energy   -0.33737 hartree
Relative energy (zero: lowest compared OMol25 entry of this formula, charge and spin)   44.9 kcal per mole
LUMO   0.673 eV
SMILES   NC[C@@H](O)CO.Oc1nc[nH]n1